Computed, not measured: C92H108B5N9O48Y as an isolated structure in a non-equilibrium geometry, with wB97M-V/def2-TZVPD.

Output
* highest occupied orbital energy: -6.51 eV
* max |F|: 0.122 Eh/bohr

```
! RIJCOSX wB97M-V def2-TZVPD def2/J DEFGRID3
* xyz -1 1
N -3.8401 -2.7832 3.6369
H -3.0874 -3.3703 3.3070
H -4.7264 -3.2152 3.4177
H -3.8678 -1.9148 3.1219
H -3.7113 -2.5606 4.6136
Y 2.4324 4.7741 -0.0746
O -1.8549 -2.9960 -1.3337
C -1.3013 -2.1961 -0.6017
O -0.0330 -1.7020 -0.7791
B 0.1860 -0.7170 0.3243
O -1.0241 -0.7307 1.2173
C -1.9582 -1.5449 0.6473
O -3.0861 -1.8699 1.0472
O 0.3097 0.5910 -0.3190
C 1.3301 1.2257 0.2238
O 1.6566 2.4020 0.0187
C 2.0588 0.1709 1.2125
O 1.4052 -0.9542 1.1386
O 3.0565 0.3366 1.9095
O 9.5524 -0.0386 1.6939
C 8.8187 0.2937 0.7541
O 7.4727 0.1510 0.6791
B 6.9395 0.8202 -0.5186
O 8.2534 1.1649 -1.1536
C 9.3469 0.9080 -0.4946
O 10.5298 1.1093 -0.7393
O 6.1296 1.9412 -0.0647
C 4.9055 1.8838 -0.7112
O 4.0632 2.7506 -0.6861
C 4.8395 0.4706 -1.5022
O 6.0898 -0.0871 -1.3399
O 3.8285 0.0068 -1.9783
O 6.1056 6.4821 2.9674
C 5.9602 5.2076 3.1998
O 6.4741 4.5819 4.1974
B 6.3758 3.1187 3.9972
O 5.3917 2.9024 2.9358
C 5.1634 4.1015 2.3516
O 4.4537 4.3570 1.3630
O 5.9820 2.3849 5.2149
C 6.7492 1.3584 5.3850
O 6.7248 0.4260 6.1322
C 7.9768 1.5275 4.3132
O 7.6813 2.5642 3.6230
O 8.9790 0.7817 4.1296
O -1.5978 -1.3409 4.5126
C -1.2301 -0.1777 4.5554
O 0.0037 0.3069 4.4222
B -0.0499 1.7922 4.3911
O -1.4621 2.0944 4.6342
C -2.1304 0.9984 4.8805
O -3.3420 0.9257 5.1236
O 0.4080 2.3347 3.0316
C 1.3678 3.2127 3.2233
O 1.8040 3.9770 2.2939
C 1.6951 3.2174 4.6995
O 0.8659 2.4688 5.3530
O 2.6183 3.9337 5.1385
O 1.9667 6.9153 -1.4631
C 1.5190 8.0164 -1.8682
O 0.4033 8.5618 -1.4728
B -0.0456 9.6764 -2.3884
O 0.9725 9.6888 -3.4660
C 1.9302 8.7623 -3.2225
O 2.8570 8.4137 -3.8793
O -0.0280 11.0497 -1.8314
C -1.2437 11.6265 -1.8248
O -1.5014 12.8350 -1.4642
C -2.1872 10.6051 -2.5840
O -1.4476 9.6263 -2.8791
O -3.3901 10.7145 -2.8007
C 0.5735 -7.0545 -1.3300
C 1.9402 -7.5832 -1.7377
C 1.6009 -9.0670 -2.0655
O 0.2286 -9.1996 -2.0884
C -0.3664 -7.8870 -2.1236
H 0.6249 -5.9927 -1.5711
H 0.3581 -7.2093 -0.2728
H 2.7650 -7.5567 -1.0256
H 2.3674 -7.0496 -2.5868
H 2.1380 -9.6506 -1.3178
H 2.0605 -9.2467 -3.0374
H -1.2610 -7.9118 -1.5014
H -0.5353 -7.5012 -3.1290
C -8.1420 -4.6320 2.0552
C -7.6477 -5.8169 2.8743
C -6.3041 -5.3703 3.4346
O -6.1737 -3.9924 3.0335
C -7.4653 -3.5008 2.7455
H -9.2289 -4.6072 2.1332
H -7.8341 -4.6288 1.0096
H -7.4756 -6.6597 2.2049
H -8.3526 -6.0308 3.6777
H -5.6104 -6.1047 3.0251
H -6.1883 -5.4347 4.5165
H -7.4438 -2.6047 2.1253
H -7.9411 -3.1384 3.6567
C -7.2611 -2.5888 -1.3717
C -8.5047 -2.0742 -0.7072
C -8.2144 -0.4966 -0.6127
O -6.8828 -0.3722 -1.1398
C -6.2477 -1.6371 -0.8783
H -7.3665 -2.4876 -2.4519
H -6.9632 -3.5991 -1.0915
H -8.4740 -2.5407 0.2774
H -9.3918 -2.2895 -1.3028
H -8.2067 -0.1236 0.4114
H -8.9033 0.1792 -1.1195
H -6.0520 -1.8179 0.1786
H -5.2793 -1.7324 -1.3694
C 1.6184 -3.2263 -5.8580
C 0.7827 -3.0265 -4.5851
C 0.7781 -1.5388 -4.4603
O 1.6628 -1.1053 -5.5481
C 2.5594 -2.0597 -5.9779
H 1.0875 -3.3722 -6.7987
H 2.2462 -4.1148 -5.7912
H 1.2963 -3.4888 -3.7422
H -0.2130 -3.4638 -4.6587
H 1.4050 -1.1905 -3.6396
H -0.2263 -1.1259 -4.5546
H 3.4974 -2.1469 -5.4295
H 2.8501 -1.9221 -7.0194
C -3.9638 1.1599 -3.4397
C -4.1718 2.6371 -3.6550
C -3.3023 3.2933 -2.5075
O -2.2238 2.3628 -2.4017
C -2.6935 1.0343 -2.5836
H -3.8497 0.6789 -4.4112
H -4.6767 0.5849 -2.8486
H -5.2208 2.9247 -3.5843
H -3.8993 3.0276 -4.6355
H -3.8194 3.4885 -1.5681
H -3.0146 4.2797 -2.8713
H -2.8209 0.6308 -1.5790
H -1.9266 0.4031 -3.0325
C -4.9499 2.3562 2.8257
C -5.1371 1.7097 1.4882
C -6.1548 2.6134 0.7283
O -6.5098 3.6523 1.6489
C -5.6043 3.7357 2.7011
H -3.9109 2.3016 3.1506
H -5.3881 1.7565 3.6235
H -5.4382 0.6658 1.5766
H -4.2474 1.7299 0.8587
H -7.0686 2.1240 0.3913
H -5.6571 2.9805 -0.1693
H -6.0787 4.0383 3.6347
H -4.8830 4.5004 2.4131
C -4.2183 -7.2308 -0.5481
C -3.5026 -5.9237 -0.7661
C -4.4860 -4.8769 -0.2013
O -5.8368 -5.4566 -0.3841
C -5.6439 -6.8102 -0.8162
H -4.1698 -7.6019 0.4756
H -3.8525 -8.0479 -1.1699
H -3.1721 -5.7762 -1.7942
H -2.5353 -5.8419 -0.2703
H -4.4310 -3.9594 -0.7872
H -4.1760 -4.6073 0.8083
H -5.9097 -6.8860 -1.8706
H -6.3151 -7.5064 -0.3134
C -3.4087 -4.0166 -5.4267
C -3.4410 -5.4564 -5.9643
C -3.9706 -5.2920 -7.3562
O -4.8039 -4.1522 -7.2099
C -4.5891 -3.3562 -6.0215
H -2.5368 -3.4808 -5.8019
H -3.3790 -3.8711 -4.3469
H -4.1019 -6.0803 -5.3626
H -2.4458 -5.8583 -5.7739
H -4.4912 -6.1578 -7.7655
H -3.1333 -4.9649 -7.9726
H -5.4092 -3.4616 -5.3112
H -4.4127 -2.3081 -6.2632
N 1.1966 4.0005 -1.9834
C 1.7364 3.0303 -2.8278
C 1.4371 2.8488 -4.2282
C 0.4595 3.6642 -4.7238
C -0.2218 4.5383 -3.9605
C 0.0818 4.5915 -2.5813
H 2.3831 2.2481 -2.4586
H 1.8873 2.1870 -4.9533
H 0.1185 3.5056 -5.7362
H -1.0479 5.1192 -4.3433
H -0.4004 5.3162 -1.9421
N 0.1094 5.1737 0.6241
C -0.3683 6.4649 0.8772
C -1.7092 6.8132 0.8831
C -2.6313 5.8119 0.8500
C -2.2560 4.4444 0.8198
C -0.9239 4.2458 0.7647
H 0.2956 7.3125 0.9613
H -2.0229 7.8424 0.9760
H -3.6385 6.1876 0.9537
H -2.8190 3.5272 0.9102
H -0.7009 3.1902 0.8148
N 4.5189 -5.5692 -1.2007
C 3.5293 -5.0564 -0.4429
C 2.9815 -3.8244 -0.7592
C 3.4301 -3.2385 -1.9549
C 4.2977 -3.8340 -2.8060
C 4.8887 -5.0278 -2.3976
H 3.2951 -5.6310 0.4411
H 2.1304 -3.3395 -0.3043
H 3.0316 -2.2486 -2.1217
H 4.5812 -3.3653 -3.7368
H 5.5221 -5.6640 -2.9979
N 8.2306 -2.1785 2.9380
C 8.1385 -3.1586 1.9665
C 6.9611 -3.4121 1.2208
C 5.7658 -2.7320 1.5422
C 5.7990 -1.8696 2.6515
C 7.0026 -1.6479 3.2527
H 9.0765 -3.6694 1.8066
H 6.8470 -4.0608 0.3649
H 4.8965 -2.8136 0.9065
H 4.8721 -1.4375 2.9989
H 7.0156 -1.1856 4.2286
N 4.2089 5.4941 -1.4810
C 5.3011 6.0742 -0.9032
C 6.4956 6.1486 -1.5890
C 6.6847 5.9175 -2.8914
C 5.5864 5.2874 -3.4919
C 4.3851 5.2469 -2.8455
H 5.3527 6.2510 0.1610
H 7.4060 6.5097 -1.1339
H 7.6721 5.8915 -3.3281
H 5.6424 5.0286 -4.5389
H 3.4887 4.9734 -3.3822
N 2.8363 6.7440 1.3795
C 3.5691 7.9413 1.0515
C 3.8328 9.0087 1.8188
C 3.4227 8.9198 3.1018
C 2.7559 7.8337 3.5965
C 2.4534 6.7881 2.7056
H 3.8957 8.1432 0.0420
H 4.4999 9.7414 1.3891
H 3.5598 9.8115 3.6955
H 2.4184 7.8959 4.6205
H 1.8573 6.0394 3.2062
N -1.6617 -4.2379 2.8490
C -1.9709 -5.5107 2.9187
C -0.9856 -6.5226 2.9494
C 0.3378 -6.1260 2.8469
C 0.6573 -4.7774 2.5796
C -0.3624 -3.8470 2.6817
H -3.0112 -5.7951 2.9761
H -1.3511 -7.5388 2.9376
H 1.1174 -6.8695 2.7699
H 1.6810 -4.4458 2.4878
H -0.0958 -2.8078 2.8058
N 2.7063 -0.0133 7.9867
C 3.1260 0.6212 6.8512
C 3.1706 0.1343 5.5295
C 2.8069 -1.1405 5.2961
C 2.2148 -1.8445 6.3206
C 2.2927 -1.2954 7.6413
H 3.5360 1.6176 6.9250
H 3.5114 0.6869 4.6664
H 2.7274 -1.6052 4.3244
H 1.7778 -2.8165 6.1457
H 1.8851 -1.8993 8.4386
*
```

Here are the Löwdin charges for atoms 1 to 99, given in e:
1. N 0.30
2. H 0.03
3. H 0.07
4. H 0.10
5. H 0.13
6. Y 1.64
7. O 0.13
8. C -0.33
9. O 0.19
10. B -0.89
11. O 0.20
12. C -0.31
13. O 0.08
14. O 0.25
15. C -0.27
16. O -0.02
17. C -0.33
18. O 0.22
19. O 0.15
20. O 0.12
21. C -0.33
22. O 0.19
23. B -0.87
24. O 0.21
25. C -0.41
26. O 0.12
27. O 0.24
28. C -0.24
29. O 0.03
30. C -0.28
31. O 0.22
32. O 0.12
33. O 0.03
34. C -0.28
35. O 0.26
36. B -0.87
37. O 0.26
38. C -0.23
39. O -0.02
40. O 0.23
41. C -0.40
42. O 0.14
43. C -0.33
44. O 0.24
45. O 0.09
46. O 0.12
47. C -0.34
48. O 0.23
49. B -0.78
50. O 0.25
51. C -0.36
52. O 0.11
53. O 0.22
54. C -0.26
55. O -0.04
56. C -0.37
57. O 0.26
58. O 0.13
59. O -0.02
60. C -0.29
61. O 0.22
62. B -0.78
63. O 0.22
64. C -0.34
65. O 0.17
66. O 0.19
67. C -0.27
68. O 0.06
69. C -0.42
70. O 0.24
71. O 0.12
72. C -0.18
73. C -0.17
74. C -0.23
75. O -0.11
76. C -0.19
77. H 0.11
78. H 0.11
79. H 0.09
80. H 0.10
81. H 0.12
82. H 0.11
83. H 0.10
84. H 0.13
85. C -0.16
86. C -0.15
87. C -0.17
88. O -0.18
89. C -0.20
90. H 0.12
91. H 0.10
92. H 0.11
93. H 0.12
94. H 0.11
95. H 0.12
96. H 0.11
97. H 0.13
98. C -0.20
99. C -0.13